(1)
The molecule C6H12S at a distorted geometry. Source: the OMol25 dataset; level of theory: ωB97M-V/def2-TZVPD.

The geometry in XYZ format:
```
19
Properties=species:S:1:pos:R:3:forces:R:3
C 1.98383 -0.65141 -0.93982 -1.34 -1.73 1.05
C 1.70325 -0.57324 0.52482 -0.50 0.55 0.74
C 0.73476 0.12527 1.14008 -0.16 -0.75 0.62
C -0.39092 0.91940 0.51794 0.22 0.15 -0.18
S 0.19579 2.46721 -0.24133 0.17 0.61 -0.85
C -1.25540 0.24134 -0.54780 -0.59 -1.10 -0.03
C -2.16052 -0.86834 -0.01877 -1.33 0.19 1.61
H 2.98708 -0.38769 -1.04315 1.63 0.63 -0.77
H 1.29590 -0.04622 -1.46100 -0.29 0.89 -0.87
H 1.85677 -1.69026 -1.30857 0.16 0.41 0.22
H 2.44545 -1.05202 1.16055 -0.20 -0.09 0.04
H 0.66999 0.08554 2.25199 0.31 0.05 -0.91
H -1.08545 1.28451 1.27207 0.05 -0.44 0.32
H 1.07772 2.94288 0.64947 -0.09 -0.35 0.23
H -1.96568 0.95365 -0.94700 0.11 0.55 -0.24
H -0.75367 -0.21051 -1.40821 0.54 0.51 0.23
H -2.97970 -0.45036 0.66116 0.94 -0.45 -0.97
H -1.72934 -1.67799 0.56198 0.76 0.18 0.21
H -2.62985 -1.41176 -0.82438 -0.40 0.19 -0.48
```
Positions in Å, forces in eV/Å.

The calculation puts the HOMO-LUMO gap at 0.3568 hartree. The value obtained for the total energy is -633.957664 Eh. Its structure (SMILES) is C/C=C\[C@@H](S)CC. For the energy above the lowest of the compared OMol25 structures with the same formula, charge and spin, the calculation gives 0.734 eV. As for the molecular weight: 116.2 g mol⁻¹. Its total charge is 0.



(2)
A structure of composition C6H12Si at a distorted geometry. Source: the OMol25 dataset; level of theory: ωB97M-V/def2-TZVPD.

The geometry in XYZ format:
```
19
Properties=species:S:1:pos:R:3:forces:R:3
C -2.77162 -0.76631 -0.12065 0.11 0.50 -0.63
C -2.01194 0.08329 0.58579 0.40 -0.94 0.50
C -0.07362 1.69552 0.62916 0.03 -1.46 -1.33
C -0.95427 0.81957 -0.05053 -0.46 0.64 -1.02
C 1.07656 -1.37331 0.92286 -2.13 2.08 -2.22
C 2.12891 0.57124 -1.18335 -0.19 1.35 -2.12
Si 1.41780 0.47901 0.48414 -0.84 -1.13 0.53
H -3.57579 -1.38990 0.20263 -0.27 -0.10 0.62
H -2.61276 -0.76187 -1.18735 0.03 -0.21 -0.30
H -2.11171 0.12402 1.68140 0.09 0.13 -0.45
H 0.29493 2.45721 0.03140 0.66 1.67 -0.99
H -0.26389 1.98608 1.57983 -0.73 0.82 2.87
H -1.04460 0.96522 -1.15915 0.32 -0.52 1.09
H 0.49651 -1.29120 1.79068 -0.76 -0.38 1.55
H 0.49608 -1.93604 0.17812 -0.16 0.43 0.01
H 1.91228 -1.93361 1.03787 2.83 -1.40 0.86
H 1.65072 0.22577 -2.12602 0.04 0.01 0.81
H 2.65953 1.49883 -1.43930 -0.71 0.42 0.16
H 2.99467 0.01884 -1.03311 1.73 -1.92 0.05
```
Positions in Å, forces in eV/Å.

The calculation puts the HOMO-LUMO gap (spin up / spin down) at 0.2440 / 0.2503 hartree. The value obtained for the total energy is -525.182465 Eh. For the energy above the lowest of the compared OMol25 structures with the same formula, charge and spin, the calculation gives 3.223 eV. As for the molecular weight: 112.2 g mol⁻¹. Its total charge is 0.



(3)
A structure of composition C6H13AuF6I2N3O5S2Sb. Source: the OMol25 dataset; level of theory: ωB97M-V/def2-TZVPD.

The geometry in XYZ format:
```
39
Properties=species:S:1:pos:R:3:forces:R:3
Au -0.84067 0.17039 -1.50764 -0.52 0.23 0.44
F 3.79237 -2.77548 0.30188 0.00 0.00 -0.01
C 3.67786 -1.65013 0.97759 0.07 0.01 0.07
F 2.96127 -1.85876 2.08466 0.01 0.03 -0.02
F 4.85999 -1.16556 1.29414 -0.02 0.00 -0.01
S 2.76939 -0.42436 -0.06714 -0.25 0.16 0.31
O 1.42697 -0.98408 -0.15034 0.35 -0.31 -0.32
O 3.56410 -0.14597 -1.20154 -0.03 -0.01 -0.07
N 2.55821 0.90851 0.81926 0.03 -0.20 0.00
S 0.70165 2.89403 -1.29232 -0.16 0.34 -0.18
O 0.34450 1.64938 -2.13626 0.20 -0.22 0.00
O 0.21343 2.64963 0.10082 0.17 -0.11 -0.05
C -0.65753 4.01268 -1.92630 -0.12 -0.02 -0.02
F -1.83569 3.40093 -1.74348 0.06 0.04 -0.01
F -0.46886 4.23725 -3.21473 -0.03 -0.03 0.06
F -0.63906 5.14410 -1.24879 0.00 0.01 0.01
C -0.87671 -1.37678 1.89498 -0.12 0.06 0.04
Sb -0.44824 0.54110 1.12439 0.60 0.45 0.05
C -1.69038 1.93682 2.09897 -0.28 -0.23 -0.06
C 1.53579 0.98438 1.85823 0.03 -0.05 -0.11
H -0.76183 -1.26310 2.97514 0.01 -0.08 0.01
H -0.15479 -2.08400 1.49955 0.02 -0.02 0.04
H -1.89399 -1.66917 1.65408 0.00 0.02 0.05
H -1.31289 2.01107 3.12058 0.00 0.01 0.00
H -2.71926 1.58407 2.11674 0.00 0.00 0.02
H -1.60732 2.88381 1.57801 0.01 0.00 0.05
H 1.45052 2.01870 2.18122 0.10 0.02 -0.03
H 3.37286 1.51050 0.87062 -0.06 0.07 0.07
H 1.76311 0.35142 2.71745 -0.09 -0.08 -0.01
I -2.62484 0.46161 -3.76710 0.19 -0.10 -0.19
I -4.62040 0.69457 -2.04298 -0.01 0.03 0.04
N -0.31689 -2.99533 -1.57256 -0.05 0.04 -0.02
C -1.56352 -2.64878 -1.26085 0.05 -0.06 -0.06
N -2.55319 -3.52776 -1.33474 -0.02 0.01 0.02
O -1.86070 -1.46213 -0.86357 -0.20 0.02 -0.13
H -0.09707 -3.91432 -1.92172 0.01 0.00 0.00
H 0.44588 -2.38333 -1.31584 0.04 -0.02 0.00
H -2.39852 -4.50284 -1.53216 0.00 -0.01 0.01
H -3.49557 -3.21308 -1.16826 0.01 0.00 -0.02
```
Positions in Å, forces in eV/Å.

The calculation puts the HOMO-LUMO gap at 0.2426 hartree. The value obtained for the total energy is -3143.202161 Eh. For the energy above the lowest of the compared OMol25 structures with the same formula, charge and spin, the calculation gives 0.000 eV. As for the molecular weight: 957.8 g mol⁻¹. Its total charge is +2.



(4)
A structure of composition C6H13BeO3 at a distorted geometry. Source: the OMol25 dataset; level of theory: ωB97M-V/def2-TZVPD.

The geometry in XYZ format:
```
23
Properties=species:S:1:pos:R:3:forces:R:3
C -1.78011 -1.69894 1.78895 -1.20 -1.79 2.54
O -0.37952 -1.96678 1.46229 -1.10 1.39 -2.78
C 0.50157 -1.02822 2.09405 0.48 1.87 2.52
C 0.04765 0.34739 1.60556 -0.89 -0.28 0.15
O 0.52108 0.20154 0.22613 -0.78 -2.22 -2.49
C 0.48922 1.28291 -0.67464 -0.41 0.56 0.31
C 0.68860 0.72998 -2.06122 0.30 0.24 -0.30
O -0.24830 -0.32985 -2.23400 -0.07 0.28 0.69
C -0.32518 -0.81290 -3.56823 0.00 -0.34 -0.39
Be -0.26057 -1.34609 -0.50317 0.28 0.21 1.29
H -1.25661 0.08688 2.27850 0.43 -1.96 -1.91
H -2.16170 -2.71530 2.00003 0.58 0.22 0.72
H 1.52954 -1.34592 1.85124 -0.44 0.44 -0.31
H 0.39263 -1.10875 3.18647 -0.19 -0.06 -0.32
H -0.46654 1.32204 1.52384 1.53 0.24 1.94
H 1.27411 2.01373 -0.42816 -0.17 -0.18 -0.01
H -0.49623 1.76730 -0.58339 0.20 0.07 -0.23
H 1.70997 0.33855 -2.19686 -0.22 0.09 0.07
H 0.51389 1.51638 -2.80940 0.02 -0.14 0.14
H -0.98889 -1.68398 -3.56458 0.21 0.24 0.04
H -0.73287 -0.03430 -4.22733 0.07 -0.13 0.21
H 0.67283 -1.10569 -3.92695 -0.25 0.01 0.10
H -2.75783 -1.28420 1.47067 1.64 1.22 -1.99
```
Positions in Å, forces in eV/Å.

The calculation puts the HOMO-LUMO gap (spin up / spin down) at 0.2258 / 0.2190 hartree. The spin multiplicity is 2. The expectation value of S² is 0.751. The value obtained for the total energy is -476.491502 Eh. For the energy above the lowest of the compared OMol25 structures with the same formula, charge and spin, the calculation gives 8.544 eV. As for the molecular weight: 142.2 g mol⁻¹. Its total charge is 0.



(5)
A structure of composition C6H13BrO3P at a distorted geometry. Source: the OMol25 dataset; level of theory: ωB97M-V/def2-TZVPD.

The geometry in XYZ format:
```
24
Properties=species:S:1:pos:R:3:forces:R:3
C 1.74068 1.78301 0.75788 0.24 2.61 -1.49
C 2.18381 1.16802 -0.57923 2.88 1.01 -0.49
C -0.25041 -3.32888 -0.10308 4.69 0.69 -0.04
C -2.53851 1.57128 0.13830 2.49 1.81 1.77
C 0.21765 -2.08564 0.63929 1.44 -0.08 1.99
C -1.61171 1.07752 -0.90286 1.11 0.32 -2.58
O 0.53859 1.08886 1.04985 -0.31 -0.22 0.08
O 1.07783 0.70690 -1.33803 -0.73 0.11 1.55
O -0.57452 -1.00821 0.12671 0.27 2.75 -0.79
P -0.09592 0.46463 -0.26011 -1.20 -2.45 0.74
Br 3.36585 -0.33622 -0.18857 0.11 -0.02 -0.13
H 2.55041 1.80141 1.47253 -0.22 -1.19 0.64
H 1.55994 2.90979 0.70842 -0.37 -1.37 -0.54
H 2.84279 1.86045 -1.18495 -1.19 -0.79 0.52
H -1.19847 -3.65693 0.13631 -1.92 -0.56 0.59
H -0.11101 -3.09948 -1.14823 -0.34 -0.28 -0.51
H 0.55786 -4.06689 0.15019 -1.10 0.10 -0.26
H -2.03814 2.30243 0.84665 -0.65 -0.60 -0.96
H -3.39651 1.97760 -0.23205 -2.10 1.48 -1.37
H -2.88018 0.81018 0.73494 -0.58 -2.15 1.54
H 1.31709 -1.70762 0.58192 -1.76 -1.54 -0.34
H 0.04740 -2.21212 1.75612 -0.15 0.48 -1.29
H -1.30999 1.80217 -1.73282 -0.62 -0.59 1.19
H -1.99452 0.17772 -1.42918 0.03 0.50 0.18
```
Positions in Å, forces in eV/Å.

The calculation puts the HOMO-LUMO gap at 0.4277 hartree. The value obtained for the total energy is -3377.283262 Eh. For the energy above the lowest of the compared OMol25 structures with the same formula, charge and spin, the calculation gives 0.000 eV. As for the molecular weight: 244.0 g mol⁻¹. Its total charge is +1.